C5H4N2 | the ωB97M-V functional and the def2-TZVPD basis

**Energy relative to the best compared isomer or geometry (same formula, charge and spin)**: 3.414 eV
**Largest force on an atom**: 1.327 eV/A

The geometry in XYZ format:
```
11
C5H4N2 (the ωB97M-V functional and the def2-TZVPD basis)
C 2.88267 -0.43524 0.29664
C 1.64888 -0.42994 0.24882
C 0.26942 -0.22159 0.14246
C -0.74633 -0.92399 -0.46734
C -1.86398 -0.08558 -0.33572
N -1.56305 1.05569 0.27906
N -0.27653 0.94925 0.57711
H 2.98436 0.55104 -0.20688
H -0.65882 -1.89734 -0.92632
H -2.87788 -0.26523 -0.65775
H 0.20125 1.70294 1.04993
```